*A*
Entry from the OMol25 dataset: 2 unconnected molecules or ions with the total composition FH3OP2 (wB97M-V/def2-TZVPD).

Geometry as XYZ:
```
7
Properties=species:S:1:pos:R:3
O 0.77 -0.27 0.41
F -3.06 0.06 -0.52
P -0.47 -1.23 0.05
P -1.93 0.38 0.63
H 0.63 0.47 -0.14
H -0.33 -2.21 1.01
H -0.66 1.81 -1.13
```

Summary:
Charge   0
Frontier orbital gap (spin up / spin down)   7.2002 / 7.1553 eV

Just the Löwdin charges please, in e? Sure, here they are: atom 1 (O): -0.50, atom 2 (F): -0.52, atom 3 (P): 0.53, atom 4 (P): 0.64, atom 5 (H): -0.10, atom 6 (H): -0.12, atom 7 (H): 0.07


*B*
Entry from the OMol25 dataset: 2 unconnected molecules or ions with the total composition FH3OP2 (wB97M-V/def2-TZVPD).

Geometry as XYZ:
```
7
Properties=species:S:1:pos:R:3
O 1.58 -1.45 -0.74
F -3.10 -0.25 0.24
P 1.99 -0.33 0.39
P 1.22 1.37 -0.37
H 0.66 -1.52 -0.82
H -3.88 0.14 0.56
H 1.53 2.04 0.74
```

Summary:
Charge   0
Frontier orbital gap   8.5568 eV

Just the Löwdin charges please, in e? Sure, here they are: atom 1 (O): -0.50, atom 2 (F): -0.09, atom 3 (P): 0.43, atom 4 (P): 0.39, atom 5 (H): -0.02, atom 6 (H): 0.08, atom 7 (H): -0.29


Of them, *A* has the lowest stability.


*A*
Entry from the OMol25 dataset: 2 unconnected molecules or ions with the total composition C6H16N2 (wB97M-V/def2-TZVPD).

Geometry as XYZ:
```
24
Properties=species:S:1:pos:R:3
N -2.16 -1.51 0.34
C -1.71 -0.90 1.59
C -1.43 0.59 1.43
N -1.07 1.16 2.71
H -3.05 -1.11 0.07
H -2.30 -2.50 0.47
H -0.78 -1.38 1.92
H -2.43 -0.98 2.41
H -0.66 0.75 0.67
H -2.31 1.09 0.97
H -0.82 2.12 2.62
H -1.85 1.13 3.34
C 1.48 0.03 -0.97
C 1.89 0.35 -2.27
C 2.60 1.62 -2.57
C 1.00 -1.31 -0.65
H 1.62 0.77 -0.19
H 1.71 -0.37 -3.06
H 3.54 1.42 -3.07
H 1.99 2.25 -3.23
H 2.80 2.16 -1.64
H 1.27 -2.04 -1.41
H -0.12 -1.29 -0.65
H 1.31 -1.70 0.31
```

Summary:
Charge   +1
Spin multiplicity   2
Frontier orbital gap (spin up / spin down)   8.1739 / 4.2238 eV

Just the Löwdin charges please, in e? Sure, here they are: atom 1 (N): 0.01, atom 2 (C): -0.29, atom 3 (C): -0.31, atom 4 (N): 0.01, atom 5 (H): 0.08, atom 6 (H): 0.08, atom 7 (H): 0.11, atom 8 (H): 0.12, atom 9 (H): 0.08, atom 10 (H): 0.12, atom 11 (H): 0.06, atom 12 (H): 0.07, atom 13 (C): 0.00, atom 14 (C): 0.02, atom 15 (C): -0.03, atom 16 (C): -0.04, atom 17 (H): 0.13, atom 18 (H): 0.14, atom 19 (H): 0.11, atom 20 (H): 0.12, atom 21 (H): 0.09, atom 22 (H): 0.10, atom 23 (H): 0.10, atom 24 (H): 0.11


*B*
Entry from the OMol25 dataset: a gas-phase ion, C6H16N2 (charge +1) (wB97M-V/def2-TZVPD).

Geometry as XYZ:
```
24
Properties=species:S:1:pos:R:3
C 0.86 2.34 -0.06
C 0.69 2.23 -1.61
C 1.52 1.12 0.64
N 0.69 0.37 1.66
C -0.09 -0.83 1.24
C -0.60 -0.72 -0.21
N -0.72 -2.11 -0.68
C -2.13 -2.53 -0.70
H -0.09 2.63 0.35
H 1.53 3.19 0.19
H -0.35 2.24 -1.85
H 1.16 3.15 -1.98
H 1.31 1.39 -1.96
H 2.41 1.49 1.16
H 2.13 0.59 -0.10
H 0.13 1.11 2.09
H -0.91 -0.98 1.92
H 0.65 -1.62 1.23
H 0.14 -0.25 -0.89
H -1.45 -0.04 -0.35
H -0.23 -2.32 -1.55
H -2.36 -3.30 -1.42
H -2.79 -1.66 -0.73
H -2.40 -2.97 0.29
```

Summary:
Charge   +1
Spin multiplicity   2
Frontier orbital gap (spin up / spin down)   10.5418 / 5.0060 eV

Just the Löwdin charges please, in e? Sure, here they are: atom 1 (C): -0.21, atom 2 (C): -0.08, atom 3 (C): -0.17, atom 4 (N): 0.16, atom 5 (C): -0.09, atom 6 (C): -0.20, atom 7 (N): -0.08, atom 8 (C): -0.09, atom 9 (H): 0.10, atom 10 (H): 0.12, atom 11 (H): 0.07, atom 12 (H): 0.09, atom 13 (H): 0.08, atom 14 (H): 0.13, atom 15 (H): 0.13, atom 16 (H): 0.16, atom 17 (H): 0.13, atom 18 (H): 0.14, atom 19 (H): 0.10, atom 20 (H): 0.13, atom 21 (H): 0.13, atom 22 (H): 0.08, atom 23 (H): 0.07, atom 24 (H): 0.09


Of them, *B* has the lowest stability.


*A*
Entry from the OMol25 dataset: C3H4FNO in the gas phase (wB97M-V/def2-TZVPD).

Geometry as XYZ:
```
10
Properties=species:S:1:pos:R:3
O 2.03 -0.93 0.11
C 0.85 -0.86 -0.19
C -0.23 -0.04 0.18
C 0.16 1.21 0.95
N -0.40 1.41 2.04
F -0.02 2.54 2.72
H 0.52 -1.72 -0.84
H -0.39 0.38 -0.83
H -1.09 -0.60 0.54
H 0.76 1.95 0.46
```

Summary:
Charge   0
Structure (SMILES)   O=CC/C=N/F
Frontier orbital gap   11.0499 eV

Just the Löwdin charges please, in e? Sure, here they are: atom 1 (O): 0.07, atom 2 (C): -0.33, atom 3 (C): -0.14, atom 4 (C): -0.13, atom 5 (N): 0.05, atom 6 (F): -0.07, atom 7 (H): 0.13, atom 8 (H): 0.15, atom 9 (H): 0.14, atom 10 (H): 0.13


*B*
Entry from the OMol25 dataset: C3H4FNO in the gas phase (wB97M-V/def2-TZVPD).

Geometry as XYZ:
```
10
Properties=species:S:1:pos:R:3
C 0.32 0.28 1.87
C 0.37 0.09 0.56
F 1.55 0.05 -0.10
C -0.80 -0.23 -0.33
N -0.86 -0.24 -1.59
O 0.35 -0.22 -2.23
H 1.28 0.43 2.38
H -0.53 0.08 2.44
H -1.69 -0.04 0.21
H 0.01 -0.19 -3.20
```

Summary:
Charge   0
Structure (SMILES)   C=C(F)/C=N\O
Frontier orbital gap   10.1179 eV

Just the Löwdin charges please, in e? Sure, here they are: atom 1 (C): 0.08, atom 2 (C): -0.32, atom 3 (F): 0.05, atom 4 (C): -0.10, atom 5 (N): -0.02, atom 6 (O): -0.07, atom 7 (H): 0.08, atom 8 (H): 0.05, atom 9 (H): 0.10, atom 10 (H): 0.15


*C*
Entry from the OMol25 dataset: C3H4FNO in the gas phase (wB97M-V/def2-TZVPD).

Geometry as XYZ:
```
10
Properties=species:S:1:pos:R:3
O 1.18 -1.19 -0.34
C 1.59 -0.09 0.06
N 0.80 0.98 0.19
C -0.56 1.14 -0.18
C -1.53 0.23 -0.15
F -1.40 -1.05 0.31
H 2.65 0.06 0.41
H 1.18 1.74 0.73
H -0.74 2.12 -0.57
H -2.55 0.49 -0.41
```

Summary:
Charge   0
Structure (SMILES)   O=CN/C=C\F
Frontier orbital gap   10.1204 eV

Just the Löwdin charges please, in e? Sure, here they are: atom 1 (O): 0.01, atom 2 (C): -0.34, atom 3 (N): 0.03, atom 4 (C): -0.09, atom 5 (C): -0.10, atom 6 (F): 0.01, atom 7 (H): 0.14, atom 8 (H): 0.14, atom 9 (H): 0.11, atom 10 (H): 0.11


*D*
Entry from the OMol25 dataset: C3H4FNO in the gas phase (wB97M-V/def2-TZVPD).

Geometry as XYZ:
```
10
Properties=species:S:1:pos:R:3
N 1.04 1.91 -0.17
C 0.80 0.81 0.11
C 0.31 -0.49 0.38
F 1.32 -1.37 -0.14
C -1.07 -0.64 -0.27
O -1.84 0.40 0.17
H 0.24 -0.70 1.43
H -1.45 -1.55 0.05
H -0.90 -0.62 -1.30
H -2.58 0.57 -0.40
```

Summary:
Charge   0
Structure (SMILES)   N#C[C@H](F)CO
Frontier orbital gap   12.0636 eV

Just the Löwdin charges please, in e? Sure, here they are: atom 1 (N): 0.19, atom 2 (C): -0.16, atom 3 (C): -0.25, atom 4 (F): -0.02, atom 5 (C): -0.22, atom 6 (O): -0.01, atom 7 (H): 0.15, atom 8 (H): 0.11, atom 9 (H): 0.12, atom 10 (H): 0.11


Of them, *A* has the lowest stability.


*A*
Entry from the OMol25 dataset: C3H4O2S2 in the gas phase (wB97M-V/def2-TZVPD).

Geometry as XYZ:
```
11
Properties=species:S:1:pos:R:3
S -3.34 -0.30 -0.08
C -1.67 -0.13 -0.36
O -1.08 1.14 -0.55
C 0.27 1.12 0.07
O 1.18 0.25 -0.41
C 1.12 -0.98 -0.01
S -0.51 -1.63 -0.28
H 0.17 0.94 1.23
H 0.75 2.24 0.04
H 1.28 -1.13 1.06
H 1.85 -1.53 -0.70
```

Summary:
Charge   0
Structure (SMILES)   S=C1OCOCS1
Frontier orbital gap   8.7169 eV

Just the Löwdin charges please, in e? Sure, here they are: atom 1 (S): 0.61, atom 2 (C): -1.00, atom 3 (O): -0.14, atom 4 (C): -0.25, atom 5 (O): -0.14, atom 6 (C): -0.59, atom 7 (S): 0.92, atom 8 (H): 0.17, atom 9 (H): 0.19, atom 10 (H): 0.09, atom 11 (H): 0.14


*B*
Entry from the OMol25 dataset: C3H4O2S2 in the gas phase (wB97M-V/def2-TZVPD).

Geometry as XYZ:
```
11
Properties=species:S:1:pos:R:3
S -1.43 -0.33 -2.98
C -0.73 -0.28 -1.42
O 0.53 0.02 -1.33
C 1.23 0.25 0.00
O 0.70 -0.80 0.74
C -0.55 -0.11 1.31
S -1.87 -0.66 -0.02
H 1.06 1.30 0.14
H 2.21 0.23 -0.36
H -0.37 0.96 1.63
H -0.76 -0.57 2.28
```

Summary:
Charge   0
Structure (SMILES)   S=C1OCOCS1
Frontier orbital gap   8.6768 eV

Just the Löwdin charges please, in e? Sure, here they are: atom 1 (S): 0.56, atom 2 (C): -1.12, atom 3 (O): -0.13, atom 4 (C): -0.16, atom 5 (O): -0.13, atom 6 (C): -0.32, atom 7 (S): 0.87, atom 8 (H): 0.13, atom 9 (H): 0.12, atom 10 (H): 0.11, atom 11 (H): 0.07


*C*
Entry from the OMol25 dataset: C3H4O2S2 in the gas phase (wB97M-V/def2-TZVPD).

Geometry as XYZ:
```
11
Properties=species:S:1:pos:R:3
O 2.41 0.14 -1.26
C 1.33 0.07 -0.71
C 0.89 0.16 0.68
C -0.72 -0.02 -0.21
S -1.51 1.58 -0.17
S -1.74 -1.39 -0.05
O 0.17 -0.16 -1.33
H 1.20 -0.62 1.47
H 0.97 1.29 1.01
H -2.06 1.30 1.09
H -0.94 -2.35 -0.53
```

Summary:
Charge   0
Structure (SMILES)   O=C1CC(S)(S)O1
Frontier orbital gap   9.8409 eV

Just the Löwdin charges please, in e? Sure, here they are: atom 1 (O): 0.12, atom 2 (C): -0.57, atom 3 (C): 0.00, atom 4 (C): -1.16, atom 5 (S): 0.76, atom 6 (S): 0.81, atom 7 (O): -0.06, atom 8 (H): 0.14, atom 9 (H): 0.13, atom 10 (H): -0.07, atom 11 (H): -0.10


Of them, *B* has the lowest stability.


*A*
Entry from the OMol25 dataset: 5 unconnected molecules or ions with the total composition H11O5 (wB97M-V/def2-TZVPD).

Geometry as XYZ:
```
16
Properties=species:S:1:pos:R:3
O -0.38 -0.07 -0.12
H -0.38 0.92 0.09
H 0.29 -0.33 -0.53
H -0.90 -0.57 0.59
O 1.44 1.10 -1.93
H 0.97 0.48 -2.55
H 2.40 0.83 -2.20
O -2.13 -1.16 1.73
H -1.79 -1.88 2.40
H -3.16 -1.35 1.58
O -0.71 2.42 0.93
H -0.17 3.10 0.57
H -0.53 2.42 2.02
O 1.67 -1.90 -0.45
H 1.04 -2.41 -1.06
H 2.34 -1.59 -1.07
```

Summary:
Charge   +1
Frontier orbital gap   12.3333 eV

Just the Löwdin charges please, in e? Sure, here they are: atom 1 (O): 0.29, atom 2 (H): 0.13, atom 3 (H): -0.05, atom 4 (H): 0.14, atom 5 (O): -0.08, atom 6 (H): 0.06, atom 7 (H): 0.11, atom 8 (O): -0.12, atom 9 (H): 0.13, atom 10 (H): 0.15, atom 11 (O): -0.07, atom 12 (H): 0.04, atom 13 (H): 0.20, atom 14 (O): -0.06, atom 15 (H): 0.10, atom 16 (H): 0.05


*B*
Entry from the OMol25 dataset: 5 unconnected molecules or ions with the total composition H11O5 (wB97M-V/def2-TZVPD).

Geometry as XYZ:
```
16
Properties=species:S:1:pos:R:3
O 3.26 -0.03 -0.02
H 3.64 0.37 -0.81
H 3.99 -0.28 0.55
O -0.65 -1.89 0.39
H -0.65 -2.82 0.13
H -1.55 -1.56 0.21
O -0.39 1.53 -1.46
H -1.25 1.16 -1.73
H -0.63 2.47 -1.30
O -2.96 0.08 0.61
H -3.57 -0.35 1.22
H -2.99 1.01 0.83
O 0.79 0.21 0.54
H 1.79 0.03 0.31
H 0.31 -0.72 0.50
H 0.20 0.84 0.07
```

Summary:
Charge   +1
Frontier orbital gap   12.6003 eV

Just the Löwdin charges please, in e? Sure, here they are: atom 1 (O): 0.02, atom 2 (H): 0.10, atom 3 (H): 0.10, atom 4 (O): 0.00, atom 5 (H): 0.10, atom 6 (H): 0.06, atom 7 (O): -0.03, atom 8 (H): 0.08, atom 9 (H): 0.09, atom 10 (O): -0.05, atom 11 (H): 0.07, atom 12 (H): 0.05, atom 13 (O): 0.15, atom 14 (H): 0.09, atom 15 (H): 0.09, atom 16 (H): 0.09


Of them, *A* has the lowest stability.